{
  "formula": "C23H23N2S2Se4Tc",
  "method": "wB97M-V/def2-TZVPD",
  "multiplicity": 2,
  "total_energy_ha": -11482.5108,
  "max_force_ev_per_a": 0.83,
  "charge": 1,
  "e_homo_ha": [-0.377, -0.387],
  "orbital_gap_ev": [6.2, 6.3],
  "lumo_ev": [-4.10, -4.20],
  "symbols": ["Tc", "C", "C", "C", "C", "C", "H", "H", "H", "H", "H", "S", "C", "N", "C", "C", "N", "C", "C", "C", "C", "C", "C", "C", "C", "S", "C", "C", "C", "C", "C", "C", "C", "H", "H", "H", "H", "H", "H", "H", "H", "H", "H", "H", "H", "H", "H", "H", "H", "H", "H", "Se", "Se", "Se", "Se"],
  "positions_angstrom": [[2.66, -0.33, 2.50], [4.19, -0.64, 4.09], [4.73, -1.17, 2.88], [3.92, -2.26, 2.48], [2.88, -2.41, 3.42], [3.03, -1.41, 4.42], [4.60, 0.17, 4.67], [5.62, -0.83, 2.38], [4.07, -2.88, 1.61], [2.12, -3.18, 3.40], [2.42, -1.29, 5.30], [0.34, -0.42, 2.39], [-0.16, -0.19, 0.81], [-1.40, 0.11, 0.46], [-1.74, 0.44, -0.92], [-0.96, -0.45, -1.85], [0.47, -0.34, -1.53], [1.39, -0.32, -2.68], [1.20, 0.96, -3.46], [0.69, 0.94, -4.76], [0.51, 2.13, -5.45], [0.82, 3.34, -4.85], [1.33, 3.36, -3.55], [1.52, 2.18, -2.86], [0.87, -0.30, -0.28], [2.49, -0.35, 0.18], [-2.51, 0.20, 1.43], [-3.49, -0.92, 1.20], [-3.11, -2.24, 1.43], [-3.99, -3.28, 1.20], [-5.28, -3.01, 0.75], [-5.67, -1.70, 0.52], [-4.78, -0.66, 0.75], [-1.52, 1.49, -1.11], [-2.81, 0.28, -1.05], [-1.09, -0.13, -2.88], [-1.28, -1.49, -1.76], [1.18, -1.20, -3.30], [2.40, -0.40, -2.31], [0.45, 0.00, -5.23], [0.12, 2.11, -6.46], [0.68, 4.27, -5.39], [1.58, 4.30, -3.09], [1.92, 2.20, -1.86], [-2.99, 1.17, 1.29], [-2.09, 0.17, 2.43], [-2.11, -2.45, 1.80], [-3.69, -4.30, 1.39], [-5.97, -3.82, 0.57], [-6.67, -1.48, 0.17], [-5.09, 0.37, 0.58], [1.20, 2.93, 1.54], [1.55, 5.26, 1.92], [2.59, 5.49, 3.83], [2.85, 1.96, 2.84]]
}